Entry 1:
A molecular structure, C41H36IrN3OP2SSe at a distorted geometry, computed with wB97M-V/def2-TZVPD.

The calculation puts the frontier orbital gap at 6.1 eV. The calculation puts the HOMO energy at -12.9 eV. As for the LUMO energy: -6.7 eV. The charge is +2.

The geometry in XYZ format:
```
86
Properties=species:S:1:pos:R:3:forces:R:3
Ir 0.099 -0.077 0.872 -1.1659 -0.4726 0.5830
O -2.308 -0.391 -1.680 -0.0013 0.0712 -0.0468
C -2.203 -1.543 -2.401 -0.0536 -0.0777 0.1271
C -3.051 -2.026 -3.385 0.0365 0.0338 0.0181
C -2.753 -3.241 -3.988 0.0154 -0.0175 -0.0089
C -1.643 -3.982 -3.615 -0.0320 0.0122 -0.0153
C -0.816 -3.505 -2.614 0.0263 0.0084 -0.0133
C -1.081 -2.276 -2.011 -0.0411 0.0183 -0.0556
P -0.120 -1.837 -0.547 0.5551 0.1756 -0.2373
C -0.846 -2.816 0.778 -0.0854 0.0477 -0.0845
C -0.341 -4.021 1.258 -0.0021 -0.0524 0.0307
C -1.001 -4.669 2.290 0.0171 0.0228 -0.0019
C -2.147 -4.118 2.851 -0.0217 0.0267 -0.0082
C -2.657 -2.920 2.373 0.0132 -0.0208 0.0784
C -2.014 -2.272 1.330 0.0481 0.1692 0.0875
C 1.572 -2.358 -0.910 -0.1267 -0.0670 0.0747
C 2.433 -2.681 0.139 -0.0059 0.0162 0.0625
C 3.771 -2.935 -0.114 0.0347 -0.0042 -0.0080
C 4.261 -2.852 -1.412 -0.0201 -0.0033 0.0204
C 3.411 -2.511 -2.456 0.0031 0.0026 0.0015
C 2.070 -2.263 -2.208 0.0123 0.0458 -0.0163
C -3.282 0.558 -1.549 0.0592 0.0211 -0.1475
C -4.468 0.676 -2.255 0.0346 -0.0285 0.0247
C -5.305 1.752 -1.988 0.0148 0.0088 0.0166
C -4.966 2.713 -1.048 -0.0235 -0.0282 -0.0244
C -3.766 2.603 -0.370 -0.0560 -0.0297 0.0637
C -2.920 1.520 -0.608 -0.1841 -0.0679 0.2501
P -1.261 1.597 0.101 0.5427 0.0682 -0.5154
C -0.469 2.748 -1.049 -0.0290 0.0046 0.0657
C -0.518 4.125 -0.848 0.0143 0.0076 0.0529
C 0.009 4.981 -1.804 0.0064 -0.0241 -0.0482
C 0.563 4.468 -2.969 -0.0188 0.0229 0.0389
C 0.582 3.096 -3.186 0.0057 -0.0017 -0.0228
C 0.068 2.238 -2.229 -0.0685 -0.0815 -0.0500
C -1.428 2.324 1.732 0.0768 0.0618 -0.0582
C -0.373 3.074 2.260 0.0040 0.0242 0.0059
C -0.437 3.520 3.569 -0.0166 -0.0024 0.0245
C -1.536 3.204 4.359 0.0368 -0.0026 -0.0178
C -2.572 2.434 3.846 0.0188 -0.0229 -0.0003
C -2.519 1.987 2.536 -0.0666 -0.0072 0.0437
H -3.938 -1.504 -3.689 0.0178 0.0645 -0.0565
H -3.416 -3.614 -4.757 0.0014 -0.0036 -0.0072
H -1.431 -4.929 -4.090 -0.0088 -0.0131 0.0088
H 0.032 -4.098 -2.294 -0.0030 0.0133 -0.0105
H 0.545 -4.466 0.824 -0.0154 0.0161 -0.0091
H -0.619 -5.611 2.659 -0.0081 -0.0067 0.0046
H -2.649 -4.630 3.661 0.0004 -0.0056 0.0004
H -3.556 -2.499 2.801 0.0045 0.0033 0.0087
H -2.435 -1.352 0.928 -0.0536 -0.0315 -0.0674
H 2.064 -2.737 1.158 0.0029 0.0140 -0.0067
H 4.428 -3.212 0.700 0.0025 -0.0054 -0.0030
H 5.303 -3.066 -1.612 0.0094 0.0012 0.0011
H 3.791 -2.449 -3.467 -0.0023 0.0015 -0.0047
H 1.416 -1.995 -3.028 0.0072 -0.0046 0.0001
H -4.752 -0.019 -3.023 -0.0424 -0.0634 0.0404
H -6.231 1.840 -2.540 -0.0063 -0.0013 0.0026
H -5.624 3.547 -0.853 0.0036 0.0084 -0.0132
H -3.486 3.367 0.345 0.0082 -0.0089 -0.0062
H -0.969 4.540 0.045 0.0161 -0.0106 0.0218
H -0.025 6.049 -1.642 0.0041 0.0044 0.0021
H 0.969 5.138 -3.714 -0.0031 0.0056 -0.0051
H 0.992 2.697 -4.103 0.0029 -0.0005 -0.0033
H 0.068 1.167 -2.410 0.0282 0.0008 0.0185
H 0.491 3.309 1.651 -0.0031 0.0030 -0.0214
H 0.370 4.115 3.975 -0.0013 0.0024 0.0037
H -1.581 3.554 5.381 -0.0001 -0.0048 0.0048
H -3.419 2.181 4.468 -0.0024 0.0004 -0.0001
H -3.333 1.393 2.138 0.0088 0.0027 -0.0006
Se -0.463 -0.813 5.572 -0.0066 -0.0220 0.0383
C 0.082 -0.477 3.972 0.0166 0.0231 -0.1017
N 0.456 -0.245 2.865 0.3760 0.0298 -0.1214
C 4.786 1.335 -0.890 -0.0055 -0.0145 -0.0370
N 4.468 0.914 0.464 -0.0393 0.0359 0.1170
C 5.494 0.595 1.464 0.0339 -0.0166 0.0193
C 4.659 0.229 2.703 0.0274 -0.0171 0.0476
N 3.304 0.128 2.149 -0.1232 0.0379 -0.0089
C 3.260 0.601 0.911 0.0329 0.0289 -0.1949
S 1.903 0.836 -0.141 0.1695 0.1213 0.0944
H 5.849 1.559 -0.935 -0.0014 0.0044 -0.0015
H 4.231 2.236 -1.151 -0.0030 -0.0085 -0.0135
H 4.556 0.543 -1.604 0.0064 0.0093 -0.0132
H 6.137 1.457 1.632 0.0125 -0.0159 0.0008
H 6.107 -0.236 1.112 -0.0162 -0.0055 -0.0004
H 4.698 1.004 3.468 -0.0097 0.0014 -0.0118
H 4.964 -0.716 3.146 0.0032 0.0102 0.0071
H 2.463 0.012 2.703 0.0012 -0.0412 -0.0127
```
Forces are in eV/Å.

Charges computed using Mulliken, reported in e: Ir 1.184; O 0.464; C 0.723; C -0.964; C -0.976; C -0.973; C -0.040; C -0.027; P 2.170; C 0.637; C -0.821; C -0.807; C -0.725; C -0.926; C -0.038; C 0.818; C -0.745; C -0.823; C -0.718; C -0.966; C -0.889; C 0.749; C -1.012; C -0.963; C -0.960; C -0.033; C 0.373; P 2.140; C 0.691; C -0.894; C -0.824; C -0.715; C -0.896; C -0.060; C -0.029; C -0.583; C -0.860; C -0.595; C -0.922; C -0.359; H 0.487; H 0.442; H 0.491; H 0.517; H 0.519; H 0.475; H 0.447; H 0.488; H 0.087; H 0.331; H 0.558; H 0.461; H 0.465; H 0.495; H 0.428; H 0.434; H 0.487; H 0.467; H 0.420; H 0.476; H 0.444; H 0.500; H 0.239; H 0.477; H 0.490; H 0.459; H 0.476; H 0.475; Se -0.012; C 0.097; N -0.934; C -1.007; N 0.157; C -0.630; C -0.605; N 0.574; C -0.045; S -0.434; H 0.398; H 0.342; H 0.333; H 0.424; H 0.354; H 0.371; H 0.343; H -0.063



Entry 2:
A molecular structure, C41H36N6O6PTa at a distorted geometry, computed with wB97M-V/def2-TZVPD.

The calculation puts the frontier orbital gap at 6.7 eV. The calculation puts the HOMO energy at -13.1 eV. As for the LUMO energy: -6.4 eV. The charge is +2.

The geometry in XYZ format:
```
91
Properties=species:S:1:pos:R:3:forces:R:3
Ta 0.350 -0.446 -0.783 0.2263 -0.0827 -0.6263
C -0.615 2.182 -3.093 -0.1110 -0.0886 -0.0655
O -0.843 1.506 -1.838 0.3698 -0.3262 -0.2027
C -1.932 1.960 -1.093 0.1071 0.3697 -0.0089
C -2.567 3.171 -1.297 0.0352 -0.0676 0.0796
C -3.601 3.517 -0.436 -0.0013 -0.0839 0.0112
C -3.987 2.678 0.604 0.0430 0.0125 -0.0740
C -3.378 1.444 0.763 -0.0768 0.0398 -0.0131
C -2.357 1.100 -0.099 0.0867 -0.2046 -0.2009
N -1.781 -0.203 -0.239 -0.1604 0.1277 0.3560
N -2.649 -1.115 -0.207 -0.2189 -0.3333 -0.2327
C -2.437 -2.334 -0.790 -0.1160 -0.0060 0.3839
C -1.513 -2.484 -1.825 0.3917 0.5585 -0.0586
O -0.633 -1.495 -2.056 -0.6795 -0.5366 -0.6582
C -1.514 -3.602 -2.673 -0.2227 -0.1208 0.2312
C -2.421 -4.593 -2.422 0.0500 -0.0138 -0.0340
C -3.383 -4.506 -1.378 -0.0169 -0.0855 -0.0678
C -4.329 -5.538 -1.181 0.0524 0.0582 0.0235
C -5.283 -5.420 -0.209 0.0030 0.0586 0.0416
C -5.321 -4.268 0.599 -0.0531 -0.0778 -0.0095
C -4.406 -3.259 0.442 0.0803 -0.0205 -0.0591
C -3.420 -3.361 -0.556 -0.0213 0.0024 0.0185
H -1.558 2.261 -3.633 0.0265 -0.0194 -0.0097
H -0.176 3.161 -2.918 -0.0341 0.0039 -0.0103
H 0.075 1.565 -3.662 -0.0159 0.0271 0.0043
H -2.267 3.847 -2.084 0.0076 0.0329 -0.0236
H -4.100 4.466 -0.573 -0.0141 0.0208 0.0016
H -4.777 2.978 1.276 -0.0209 0.0078 0.0112
H -3.697 0.747 1.526 -0.0029 -0.0093 0.0031
H -0.797 -3.666 -3.478 0.0192 0.0312 -0.0234
H -2.419 -5.482 -3.042 -0.0364 -0.0005 -0.0143
H -4.290 -6.414 -1.815 -0.0026 -0.0122 -0.0150
H -6.011 -6.205 -0.062 -0.0164 -0.0014 0.0063
H -6.089 -4.177 1.354 -0.0007 -0.0125 0.0203
H -4.442 -2.384 1.074 0.0074 0.0214 0.0011
N 1.717 -0.663 -2.817 0.2253 -0.0436 0.1151
N 3.078 -0.474 -2.476 0.2282 0.1755 -0.0946
C 3.330 -0.376 -1.127 -0.8932 0.4453 0.1323
O 4.341 -0.557 -0.537 0.1958 -0.1286 -0.2072
O 2.168 0.050 -0.530 0.9442 0.2935 0.6758
H 1.596 -1.668 -2.998 -0.1009 0.1060 -0.2347
H 1.542 -0.123 -3.661 -0.2331 -0.1306 0.0142
H 3.767 -0.959 -3.036 -0.1032 -0.1039 0.0201
C -2.186 4.432 3.297 -0.0093 -0.0222 0.0127
C -1.753 4.883 2.061 0.0082 -0.0349 -0.0024
C -0.901 4.104 1.291 0.0301 0.0097 0.0192
C -0.455 2.870 1.759 0.0040 0.0525 0.0750
C -0.905 2.419 3.002 0.0109 0.0022 0.0218
C -1.765 3.194 3.763 -0.0092 0.0216 -0.0458
P 0.747 1.879 0.809 0.0219 -0.3707 0.2368
C 1.906 1.250 2.068 -0.0033 0.0916 0.0465
C 3.172 1.798 2.247 0.0672 -0.0667 -0.0462
C 4.014 1.304 3.233 -0.0018 -0.0077 -0.0105
C 3.603 0.261 4.048 -0.0218 -0.0233 0.0077
C 2.346 -0.300 3.867 0.0291 0.0321 -0.0357
C 1.506 0.186 2.878 -0.0201 -0.0189 0.0765
C 1.688 3.100 -0.157 -0.0145 0.1439 0.1127
C 2.051 2.911 -1.485 0.0163 -0.0688 -0.0866
C 2.819 3.848 -2.160 -0.0063 0.0598 0.0702
C 3.242 4.995 -1.505 -0.0010 -0.0307 -0.0311
C 2.887 5.202 -0.180 -0.0225 -0.0241 0.0172
C 2.116 4.265 0.488 -0.0581 0.0518 -0.0077
H -2.844 5.043 3.898 -0.0014 0.0207 0.0178
H -2.072 5.848 1.691 -0.0090 0.0271 -0.0066
H -0.567 4.482 0.335 0.0293 0.0020 -0.0117
H -0.567 1.477 3.407 0.0197 -0.0092 -0.0096
H -2.088 2.837 4.731 -0.0156 -0.0046 0.0170
H 3.527 2.594 1.609 -0.0076 -0.0104 0.0325
H 4.996 1.737 3.360 0.0194 0.0081 -0.0002
H 4.261 -0.115 4.819 0.0098 -0.0075 0.0127
H 2.018 -1.115 4.500 -0.0080 -0.0091 0.0167
H 0.535 -0.273 2.748 -0.0028 0.0221 -0.0094
H 1.748 2.024 -2.022 0.0518 -0.0514 0.0593
H 3.091 3.682 -3.194 0.0146 -0.0132 -0.0217
H 3.849 5.724 -2.024 0.0034 0.0199 -0.0175
H 3.211 6.094 0.338 0.0093 0.0128 0.0069
H 1.842 4.446 1.519 0.0076 -0.0134 0.0228
C 3.559 -5.447 -1.032 -0.0466 0.0730 0.0159
N 2.634 -4.458 -0.453 0.0642 -0.1000 0.0891
C 2.206 -4.568 0.822 0.0227 0.0226 -0.0483
C 1.338 -3.683 1.397 0.0694 -0.0367 -0.0985
C 0.958 -2.647 0.546 -0.3737 0.3744 0.2873
O 0.151 -1.632 0.824 -0.1091 0.0555 0.2355
N 1.368 -2.521 -0.697 0.4272 -0.0026 -0.1734
C 2.216 -3.420 -1.285 -0.1479 -0.0338 0.0239
O 2.570 -3.342 -2.446 0.0088 0.0076 -0.0891
H 3.988 -6.026 -0.221 0.0151 -0.0300 -0.0261
H 4.341 -4.922 -1.573 0.0095 -0.0178 0.0102
H 3.022 -6.096 -1.719 0.0138 0.0035 -0.0159
H 2.604 -5.413 1.368 -0.0226 -0.0048 0.0198
H 1.001 -3.772 2.415 -0.0186 0.0150 0.0237
```
Forces are in eV/Å.

Charges computed using Mulliken, reported in e: Ta 2.681; C -1.387; O 0.150; C 1.002; C -0.781; C -0.844; C -0.922; C -0.670; C -0.126; N 1.356; N -1.282; C 0.335; C 0.790; O -0.255; C -1.053; C -0.877; C 0.677; C -0.930; C -0.642; C -0.708; C -0.560; C 0.475; H 0.551; H 0.452; H 0.205; H 0.524; H 0.500; H 0.475; H 0.565; H 0.574; H 0.440; H 0.438; H 0.421; H 0.433; H 0.499; N -0.553; N -0.118; C -0.128; O -0.548; O 0.262; H 0.253; H 0.368; H 0.329; C -0.764; C -0.963; C -0.638; C 1.274; C -0.953; C -0.793; P 2.229; C 1.618; C -0.863; C -0.883; C -0.768; C -1.299; C -0.660; C 0.325; C -0.659; C -1.342; C -0.808; C -0.820; C -0.236; H 0.446; H 0.518; H 0.565; H 0.329; H 0.490; H 0.382; H 0.473; H 0.437; H 0.489; H 0.611; H 0.587; H 0.485; H 0.467; H 0.485; H 0.627; C -0.896; N 0.108; C 0.134; C -1.256; C 0.616; O -0.838; N 0.079; C -0.058; O -0.714; H 0.342; H 0.326; H 0.326; H 0.450; H 0.619



The lowest frontier orbital gap belongs to which entry? C41H36IrN3OP2SSe